The following is a DFT calculation (ωB97M-V with the def2-TZVPD basis set) of a 2-piece molecular cluster, C2H4OS overall at a distorted geometry.

HOMO-LUMO gap = 8.8 eV
E_tot = -551.86344 hartree
F_max = 4.7 eV/A
lowest unoccupied orbital energy = -0.7 eV
relative energy (zero: lowest compared OMol25 entry of this formula, charge and spin) = 4.496 eV
net charge = 0

Each line ends with the Löwdin charge.
Cartesian coordinates (Å):
C (-0.74, -0.02, -0.11)  -0.568
C (0.67, 0.53, -0.15)  -0.538
H (0.45, -1.50, 0.73)  0.201
H (-1.14, 0.40, -0.98)  0.117
H (-1.02, 0.79, 0.62)  0.127
H (0.58, 1.70, 0.17)  0.131
O (-0.74, -1.32, -0.15)  -0.187
S (1.94, -0.58, -0.14)  0.717

The following is a DFT calculation (ωB97M-V with the def2-TZVPD basis set) of one molecule with the formula C2H4OS at a distorted geometry.

HOMO-LUMO gap = 8.6 eV
E_tot = -551.92483 hartree
F_max = 3.1 eV/A
lowest unoccupied orbital energy = 0.0 eV
relative energy (zero: lowest compared OMol25 entry of this formula, charge and spin) = 2.826 eV
SMILES = C[C@@H]1OS1
net charge = 0

Each line ends with the Löwdin charge.
Cartesian coordinates (Å):
C (-0.78, 0.26, 0.30)  -0.084
C (0.36, -0.39, -0.38)  -0.432
O (1.44, -0.84, 0.26)  -0.515
S (2.18, 0.71, -0.16)  0.684
H (-1.36, 0.88, -0.28)  0.056
H (-0.45, 0.84, 1.16)  0.089
H (-1.52, -0.53, 0.34)  0.096
H (0.13, -0.94, -1.25)  0.105

The following is a DFT calculation (ωB97M-V with the def2-TZVPD basis set) of a 2-piece molecular cluster, C2H4OS overall at a distorted geometry.

2S+1 = 3
HOMO-LUMO gap (alpha / beta) = 8.8 / 9.6 eV
E_tot = -551.79954 hartree
F_max = 5.9 eV/A
lowest unoccupied orbital energy (alpha / beta) = 0.6 / -0.8 eV
relative energy (zero: lowest compared OMol25 entry of this formula, charge and spin) = 2.618 eV
net charge = 0

Each line ends with the Mulliken spin population.
Cartesian coordinates (Å):
C (2.27, 0.02, -0.37)  1.894
C (-1.14, -0.72, 0.08)  0.008
O (-0.09, -0.10, 0.14)  0.013
S (-2.71, 0.00, -0.04)  0.005
H (2.37, 1.14, -0.50)  0.042
H (2.89, 0.03, 0.67)  0.038
H (-1.17, -1.80, -0.06)  0.000
H (-2.41, 1.42, 0.07)  0.000

The following is a DFT calculation (ωB97M-V with the def2-TZVPD basis set) of one molecule with the formula C2H4OS2 at a distorted geometry.

HOMO-LUMO gap = 8.5 eV
E_tot = -950.19003 hartree
F_max = 1.4 eV/A
lowest unoccupied orbital energy = -0.3 eV
relative energy (zero: lowest compared OMol25 entry of this formula, charge and spin) = 0.508 eV
SMILES = OCC(=S)S
net charge = 0

Each line ends with the Löwdin charge.
Cartesian coordinates (Å):
O (2.08, -0.80, -0.18)  -0.089
C (0.80, -1.24, 0.07)  -0.391
C (-0.25, -0.13, 0.02)  -1.137
S (-1.87, -0.45, -0.02)  0.614
S (0.44, 1.50, 0.02)  0.784
H (2.53, -0.56, 0.65)  0.101
H (0.53, -1.98, -0.66)  0.114
H (0.66, -1.68, 1.05)  0.124
H (-0.75, 2.09, -0.15)  -0.120

The following is a DFT calculation (ωB97M-V with the def2-TZVPD basis set) of a 2-piece molecular cluster, C2H4OS3 overall at a distorted geometry.

HOMO-LUMO gap = 6.7 eV
E_tot = -1348.32369 hartree
F_max = 3.9 eV/A
lowest unoccupied orbital energy = -1.9 eV
relative energy (zero: lowest compared OMol25 entry of this formula, charge and spin) = 2.304 eV
net charge = 0

Each line ends with the Löwdin charge.
Cartesian coordinates (Å):
C (-0.78, -0.01, 0.03)  -0.704
C (-2.10, -0.76, -0.06)  -0.182
O (3.10, 0.11, -1.18)  -0.666
S (0.68, -0.73, 0.25)  0.654
S (3.35, 2.36, 0.55)  0.186
S (3.84, 0.57, -0.01)  0.371
H (-0.83, 1.13, -0.07)  0.078
H (-2.25, -0.70, 1.13)  0.118
H (-2.11, -1.86, -0.20)  0.076
H (-2.91, -0.11, -0.44)  0.070

The following is a DFT calculation (ωB97M-V with the def2-TZVPD basis set) of C2H4OYb as an isolated structure at a distorted geometry.

2S+1 = 3
HOMO-LUMO gap (alpha / beta) = 4.9 / 9.1 eV
E_tot = -1311.62352 hartree
F_max = 2.7 eV/A
lowest unoccupied orbital energy (alpha / beta) = -10.7 / -10.9 eV
net charge = +2

Each line ends with the Mulliken spin population.
Cartesian coordinates (Å):
O (-1.01, -0.80, 0.78)  0.128
Yb (-1.58, -3.18, 1.28)  0.100
C (-0.43, 0.00, 0.11)  0.626
C (0.71, 0.25, -0.61)  0.726
H (1.64, 0.14, -0.04)  0.020
H (0.71, -0.13, -1.64)  0.005
H (-0.43, 1.79, 0.32)  0.245
H (0.40, 1.94, -0.20)  0.150

The following is a DFT calculation (ωB97M-V with the def2-TZVPD basis set) of C2H4P2 as an isolated structure at a distorted geometry.

HOMO-LUMO gap (alpha / beta) = 7.4 / 7.7 eV
E_tot = -761.11382 hartree
F_max = 4.3 eV/A
lowest unoccupied orbital energy (alpha / beta) = -1.3 / -1.1 eV
relative energy (zero: lowest compared OMol25 entry of this formula, charge and spin) = 3.839 eV
net charge = 0

Each line ends with the Löwdin charge.
Cartesian coordinates (Å):
C (0.22, -0.53, 1.83)  -0.356
C (-0.08, 0.87, -0.46)  -0.636
P (-0.38, 2.84, -1.69)  0.583
P (0.24, 1.04, 1.20)  0.663
H (0.62, -0.76, 2.91)  0.039
H (-0.12, -1.32, 1.24)  -0.046
H (0.03, 0.04, -1.23)  -0.016
H (-0.26, 2.12, -2.96)  -0.231

The following is a DFT calculation (ωB97M-V with the def2-TZVPD basis set) of one molecule with the formula C2H4P2 at a distorted geometry.

HOMO-LUMO gap = 8.3 eV
E_tot = -761.17097 hartree
F_max = 3.8 eV/A
lowest unoccupied orbital energy = 0.0 eV
relative energy (zero: lowest compared OMol25 entry of this formula, charge and spin) = 2.283 eV
SMILES = P[C@H]1C=P1
net charge = 0

Each line ends with the Löwdin charge.
Cartesian coordinates (Å):
P (-1.48, -0.96, 0.28)  0.692
C (0.58, -0.55, -0.43)  -0.654
C (0.74, 0.89, -0.41)  -0.614
P (1.75, 0.38, 0.75)  0.877
H (-1.80, 0.36, -0.02)  -0.180
H (-1.12, -0.64, 1.61)  -0.165
H (1.07, -1.29, -0.99)  -0.005
H (0.28, 1.81, -0.78)  0.050

The following is a DFT calculation (ωB97M-V with the def2-TZVPD basis set) of C2H4P2 as an isolated structure at a distorted geometry.

HOMO-LUMO gap = 8.8 eV
E_tot = -761.22609 hartree
F_max = 3.0 eV/A
lowest unoccupied orbital energy = 0.1 eV
relative energy (zero: lowest compared OMol25 entry of this formula, charge and spin) = 0.783 eV
net charge = 0

Each line ends with the Löwdin charge.
Cartesian coordinates (Å):
C (-0.22, -1.13, -0.74)  -0.735
C (-0.04, 1.00, 0.26)  -0.661
P (-0.26, -0.73, 0.99)  0.741
P (-0.31, 0.37, -1.50)  0.808
H (-0.23, -2.12, -1.18)  -0.023
H (-0.78, 1.71, 0.28)  -0.045
H (0.84, 1.62, 0.48)  0.036
H (1.00, -0.72, 1.42)  -0.122

The following is a DFT calculation (ωB97M-V with the def2-TZVPD basis set) of one molecule with the formula C2H4P4 at a distorted geometry.

HOMO-LUMO gap (alpha / beta) = 6.8 / 6.8 eV
E_tot = -1443.88231 hartree
F_max = 3.6 eV/A
lowest unoccupied orbital energy (alpha / beta) = -1.1 / -1.1 eV
relative energy (zero: lowest compared OMol25 entry of this formula, charge and spin) = 2.271 eV
SMILES = CC#P=[PH]=P#P
net charge = 0

Each line ends with the Löwdin charge.
Cartesian coordinates (Å):
C (1.89, 0.58, 0.20)  -0.257
C (0.57, -0.11, 0.18)  -0.720
P (-0.03, -1.62, 0.04)  0.532
P (-2.22, -1.48, 0.25)  0.152
P (-2.85, 0.58, -0.31)  -0.022
P (-1.41, 1.82, 0.01)  0.256
H (2.40, 0.51, 1.22)  0.092
H (1.66, 1.75, 0.04)  0.082
H (2.46, 0.22, -0.63)  0.041
H (-2.47, -2.25, -0.98)  -0.155

The following is a DFT calculation (ωB97M-V with the def2-TZVPD basis set) of one molecule with the formula C2H4S2 at a distorted geometry.

HOMO-LUMO gap = 8.6 eV
E_tot = -874.94602 hartree
F_max = 3.7 eV/A
lowest unoccupied orbital energy = -0.2 eV
relative energy (zero: lowest compared OMol25 entry of this formula, charge and spin) = 0.384 eV
SMILES = CC(=S)S
net charge = 0

Each line ends with the Löwdin charge.
Cartesian coordinates (Å):
C (0.42, 0.76, -0.03)  -0.225
C (0.24, -0.65, -0.05)  -1.303
S (1.53, -1.62, -0.02)  0.666
S (-1.34, -1.43, 0.00)  0.731
H (0.13, 1.11, 1.03)  0.129
H (-0.16, 1.30, -0.78)  0.087
H (1.44, 0.95, -0.02)  0.032
H (-2.26, -0.43, -0.14)  -0.117

The following is a DFT calculation (ωB97M-V with the def2-TZVPD basis set) of a 2-piece molecular cluster, C2H4S2 overall at a distorted geometry.

HOMO-LUMO gap = 7.4 eV
E_tot = -874.87005 hartree
F_max = 2.1 eV/A
lowest unoccupied orbital energy = -1.1 eV
relative energy (zero: lowest compared OMol25 entry of this formula, charge and spin) = 2.452 eV
SMILES = C=S.C=S
net charge = 0

Each line ends with the Löwdin charge.
Cartesian coordinates (Å):
C (-1.78, 0.23, -0.10)  -0.505
S (-0.78, -1.02, -0.12)  0.717
H (-1.79, 0.98, -0.89)  0.015
H (-2.50, 0.38, 0.71)  0.007
C (1.61, -0.12, 0.12)  -0.769
S (3.16, -0.43, -0.13)  0.628
H (1.14, -0.23, 1.10)  -0.026
H (0.95, 0.21, -0.69)  -0.066

The following is a DFT calculation (ωB97M-V with the def2-TZVPD basis set) of C2H4S2 as an isolated structure at a distorted geometry.

HOMO-LUMO gap = 8.1 eV
E_tot = -874.92067 hartree
F_max = 3.5 eV/A
lowest unoccupied orbital energy = -0.5 eV
relative energy (zero: lowest compared OMol25 entry of this formula, charge and spin) = 1.074 eV
net charge = 0

Each line ends with the Löwdin charge.
Cartesian coordinates (Å):
C (-0.42, -0.03, 0.24)  -1.195
C (1.05, -0.21, 0.04)  -0.206
S (-1.14, 1.59, 0.11)  0.656
S (-1.60, -1.16, 0.07)  0.594
H (1.49, 0.41, -0.73)  0.058
H (1.56, -0.22, 1.04)  0.088
H (1.36, -1.25, -0.50)  0.127
H (-2.31, 0.87, -0.27)  -0.123

The following is a DFT calculation (ωB97M-V with the def2-TZVPD basis set) of one molecule with the formula C2H4S3 at a distorted geometry.

HOMO-LUMO gap = 9.0 eV
E_tot = -1273.07759 hartree
F_max = 7.2 eV/A
lowest unoccupied orbital energy = 0.5 eV
relative energy (zero: lowest compared OMol25 entry of this formula, charge and spin) = 2.020 eV
SMILES = SC1(S)CS1
net charge = 0

Each line ends with the Löwdin charge.
Cartesian coordinates (Å):
S (-1.46, -1.08, -0.93)  0.654
C (-0.36, 0.15, -0.46)  -1.501
S (-1.11, 1.77, -0.22)  0.652
C (0.77, -0.28, 0.81)  -0.423
S (1.41, -0.06, -0.84)  0.748
H (-0.54, -2.20, -0.68)  -0.031
H (0.04, 2.54, -0.26)  -0.098
H (0.78, 0.40, 1.51)  -0.013
H (0.47, -1.25, 1.05)  0.013

The following is a DFT calculation (ωB97M-V with the def2-TZVPD basis set) of a 2-piece molecular cluster, C2H4S3 overall at a distorted geometry.

HOMO-LUMO gap = 9.6 eV
E_tot = -1273.05320 hartree
F_max = 5.1 eV/A
lowest unoccupied orbital energy = 0.5 eV
relative energy (zero: lowest compared OMol25 entry of this formula, charge and spin) = 2.684 eV
net charge = 0

Each line ends with the Löwdin charge.
Cartesian coordinates (Å):
C (0.32, -0.77, 0.18)  -1.024
C (-0.34, 0.41, -0.42)  -1.106
S (-0.71, -1.06, -1.29)  0.801
S (-0.11, -1.25, 1.78)  0.736
S (0.44, 1.82, -1.19)  0.727
H (1.30, -0.99, 0.16)  0.007
H (-1.47, 1.00, 0.38)  0.193
H (-1.45, -1.22, 1.69)  -0.115
H (-0.16, 1.95, -2.26)  -0.218

The following is a DFT calculation (ωB97M-V with the def2-TZVPD basis set) of one molecule with the formula C2H4Si at a distorted geometry.

HOMO-LUMO gap = 9.7 eV
E_tot = -367.90484 hartree
F_max = 14.9 eV/A
lowest unoccupied orbital energy = 0.2 eV
relative energy (zero: lowest compared OMol25 entry of this formula, charge and spin) = 2.665 eV
SMILES = C#C[SiH3]
net charge = 0

Each line ends with the Löwdin charge.
Cartesian coordinates (Å):
C (-1.73, 1.60, 0.94)  0.086
C (-0.64, 0.76, 0.44)  -0.340
Si (0.59, -0.43, -0.04)  0.496
H (-2.17, 2.36, 1.49)  -0.038
H (1.11, -0.43, -1.39)  -0.102
H (-0.47, -1.58, -0.39)  -0.045
H (1.44, -0.79, 1.18)  -0.057

The following is a DFT calculation (ωB97M-V with the def2-TZVPD basis set) of a 3-piece molecular cluster, C2H5B overall at a distorted geometry.

HOMO-LUMO gap (alpha / beta) = 7.8 / 7.8 eV
E_tot = -103.84921 hartree
F_max = 7.5 eV/A
lowest unoccupied orbital energy (alpha / beta) = -1.0 / -1.0 eV
relative energy (zero: lowest compared OMol25 entry of this formula, charge and spin) = 3.895 eV
net charge = 0

Each line ends with the Löwdin charge.
Cartesian coordinates (Å):
B (-0.85, -0.64, 0.40)  -0.097
C (-0.09, 1.35, -1.19)  0.048
C (-0.54, 0.51, -0.15)  -0.089
H (-0.83, -1.36, 1.39)  -0.004
H (1.52, -1.81, 1.62)  0.086
H (0.65, 2.09, -1.12)  0.033
H (-0.76, 1.51, -1.99)  0.036
H (0.89, -1.65, 1.03)  -0.013

The following is a DFT calculation (ωB97M-V with the def2-TZVPD basis set) of a 2-piece molecular cluster, C2H5BO3 overall at a distorted geometry.

HOMO-LUMO gap (alpha / beta) = 7.6 / 7.6 eV
E_tot = -329.74957 hartree
F_max = 5.4 eV/A
lowest unoccupied orbital energy (alpha / beta) = 0.0 / 0.0 eV
relative energy (zero: lowest compared OMol25 entry of this formula, charge and spin) = 4.470 eV
net charge = 0

Each line ends with the Löwdin charge.
Cartesian coordinates (Å):
B (1.25, -0.41, 0.01)  -0.440
C (-1.25, -0.62, 0.25)  -0.250
C (-1.82, 0.75, -0.12)  -0.069
O (-1.80, -1.68, 0.31)  0.049
O (2.00, -1.53, 0.30)  0.167
O (1.67, 0.85, -0.03)  0.119
H (-2.11, 1.47, 0.64)  0.070
H (-0.90, 1.25, -0.55)  0.063
H (-2.55, 0.49, -0.94)  0.096
H (2.88, -1.63, 0.42)  0.035
H (2.64, 1.06, -0.30)  0.159

The following is a DFT calculation (ωB97M-V with the def2-TZVPD basis set) of one molecule with the formula C2H5BS2 at a distorted geometry.

HOMO-LUMO gap = 8.2 eV
E_tot = -900.36897 hartree
F_max = 5.0 eV/A
lowest unoccupied orbital energy = 0.0 eV
relative energy (zero: lowest compared OMol25 entry of this formula, charge and spin) = 2.176 eV
net charge = 0

Each line ends with the Löwdin charge.
Cartesian coordinates (Å):
B (0.39, 1.61, 0.89)  -0.916
C (-0.06, -0.52, -1.10)  -0.331
C (-0.64, -1.21, 0.24)  -0.410
S (-1.03, 0.45, 0.07)  0.947
S (1.99, 1.14, 0.49)  0.539
H (-0.10, 2.62, 1.19)  -0.042
H (1.09, -0.16, -0.98)  0.008
H (-0.41, -0.58, -2.06)  0.032
H (-1.38, -2.05, 0.24)  0.101
H (0.15, -1.30, 1.01)  0.071

The following is a DFT calculation (ωB97M-V with the def2-TZVPD basis set) of a 2-piece molecular cluster, C2H5Br2N2 overall at a distorted geometry.

HOMO-LUMO gap (alpha / beta) = 9.6 / 5.3 eV
E_tot = -5336.39633 hartree
F_max = 3.3 eV/A
lowest unoccupied orbital energy (alpha / beta) = -5.3 / -7.1 eV
relative energy (zero: lowest compared OMol25 entry of this formula, charge and spin) = 2.147 eV
net charge = +1

Each line ends with the Löwdin charge.
Cartesian coordinates (Å):
C (0.21, -0.31, 0.58)  -0.122
C (-0.82, 0.78, -1.31)  -0.559
N (-0.84, -0.36, 1.35)  0.231
N (0.26, 0.36, -0.58)  0.011
Br (-0.52, 1.79, -2.85)  0.830
Br (3.78, -1.65, 0.68)  0.133
H (1.14, -0.63, 1.01)  0.069
H (-1.85, 0.67, -1.01)  0.066
H (-0.61, -0.86, 2.12)  0.100
H (-1.79, -0.12, 1.16)  0.130
H (1.04, 0.33, -1.16)  0.111